No. 1
27
Properties=species:S:1:pos:R:3:forces:R:3 method="wB97M-V/def2-TZVPD" smiles=Cc1ccc(O)cc1.CCC lumo_ev=0.8
C -2.072724 2.039717 0.158032 0.48 0.32 -2.49
C -1.375586 3.377632 0.428647 -0.35 0.24 1.48
C -2.396220 1.086504 1.286622 0.12 1.58 0.45
H -2.905771 2.355664 -0.482594 -0.74 -0.43 0.75
H -1.522555 1.529709 -0.645648 0.45 -0.24 0.42
H -1.645414 3.745057 1.430340 -0.32 0.02 -0.15
H -3.146543 1.588081 1.906856 -0.27 -0.47 0.00
H -1.735663 4.128063 -0.272818 0.27 0.03 -0.08
H -0.292491 3.411386 0.494793 0.26 -0.44 -0.47
H -2.717315 0.110376 0.943622 -0.02 -0.07 0.10
H -1.523014 1.046938 1.937156 0.15 -0.55 -0.04
C 0.509347 -3.176821 -2.052971 -1.59 0.23 -0.54
C 2.228141 -1.674873 0.875630 -1.27 -0.87 1.25
C 2.049811 -0.328694 0.663662 1.00 1.63 -1.04
C 1.415993 -2.573894 0.176214 -0.35 1.14 -1.45
C 0.928348 -2.129926 -1.066064 0.46 -0.42 0.56
C 1.333354 0.184910 -0.429384 -0.03 -1.65 0.76
C 0.889467 -0.766684 -1.336229 -0.30 0.36 -0.50
O 2.775442 0.647639 1.333246 -0.21 -0.15 0.44
H 2.824964 -2.015583 1.709549 -0.03 0.06 0.24
H 0.961888 -3.512808 0.471400 1.29 -0.48 0.39
H 1.112296 1.235784 -0.445211 0.22 0.25 -0.44
H 2.795337 0.499238 2.285209 0.01 -0.23 -0.11
H -0.586798 -3.225612 -2.150979 0.06 -0.26 0.44
H 0.892558 -4.169690 -1.858830 0.07 -0.09 0.31
H 0.452159 -0.460977 -2.280063 -0.07 0.13 0.00
H 0.750989 -2.951136 -3.080188 0.69 0.39 -0.28

No. 2
27
Properties=species:S:1:pos:R:3:forces:R:3 method="wB97M-V/def2-TZVPD" smiles=Cc1ccc(O)cc1.CCC lumo_ev=0.8
C 0.425670 -0.867299 3.470416 -0.12 -0.17 0.14
C -1.933749 -0.589090 2.534624 0.13 -0.09 0.49
C -0.619069 -1.014618 2.399471 0.26 0.27 -0.37
C -2.853600 -0.753917 1.523111 0.11 0.06 -0.74
C -2.468617 -1.290944 0.294009 -0.32 0.52 0.76
C -0.252682 -1.523134 1.160464 0.11 -0.14 -0.23
C -1.146310 -1.633175 0.109867 -0.06 -0.48 -0.35
O -3.369702 -1.464916 -0.712727 0.01 0.01 -0.41
H -2.251836 -0.140881 3.464682 -0.05 0.05 0.13
H -3.862870 -0.397018 1.618772 -0.37 0.02 0.27
H -0.016316 -0.732285 4.459920 0.09 0.01 -0.09
H 1.128056 -0.060769 3.278487 -0.15 0.38 -0.07
H 0.763759 -1.851928 0.981730 0.09 0.05 0.11
H -4.158648 -0.931994 -0.554057 0.15 -0.14 0.10
H -0.849684 -2.037034 -0.850460 0.10 0.03 0.04
H 1.051910 -1.751314 3.480459 0.03 -0.35 0.21
C 1.605516 1.419706 -1.891053 2.08 -0.62 -0.36
C 3.118657 1.843129 -2.038209 -1.11 -1.66 -0.63
C 0.826011 1.418702 -3.181979 -1.46 0.71 -0.31
H 1.173047 2.072460 -1.159019 -0.57 0.11 0.40
H 1.680403 0.405022 -1.505200 -0.64 -0.06 0.28
H 3.372232 1.633722 -3.085453 0.15 1.09 -0.02
H 3.247784 2.839803 -1.638189 0.59 0.14 -0.42
H 0.918625 2.359078 -3.742421 0.21 -0.10 0.16
H 3.752339 1.083057 -1.569390 -0.03 0.54 0.66
H -0.246231 1.353652 -2.946982 0.10 0.01 0.01
H 0.965305 0.611984 -3.900874 0.66 -0.17 0.26

No. 3
27
Properties=species:S:1:pos:R:3:forces:R:3 method="wB97M-V/def2-TZVPD" smiles=Cc1ccc(O)cc1.CCC lumo_ev=0.9
C -2.916719 -0.039759 -0.005378 -0.17 0.73 1.65
C -0.223870 -2.481697 1.069292 0.37 -1.65 -0.38
C 0.919523 -1.720371 0.986291 1.69 1.30 1.87
C -1.467924 -1.940401 0.765138 0.16 0.09 -0.69
C -1.594469 -0.579661 0.482085 0.12 -0.75 0.10
C 0.830041 -0.336222 0.812717 -1.24 0.11 -0.45
C -0.427671 0.186540 0.575990 -0.77 0.44 -0.61
O 2.199650 -2.163861 1.389666 -1.14 0.18 -0.61
H -0.122318 -3.570239 1.254469 -0.08 0.83 -0.05
H -2.293546 -2.632619 0.577660 0.08 0.33 0.43
H 1.667609 0.367731 0.821553 -0.06 -0.63 0.10
H 2.673550 -1.321851 1.499278 0.16 -0.73 0.01
H -3.623594 -0.844607 -0.123375 -0.09 -0.29 -0.86
H -2.820763 0.668091 -0.808958 0.04 -0.28 -0.92
H -0.568127 1.230427 0.333947 0.31 0.25 0.14
H -3.455801 0.581720 0.729867 0.52 -0.11 0.35
C 0.423872 2.918542 -1.647182 1.05 2.19 -2.36
C 1.515759 2.732615 -0.598849 0.75 -1.11 0.10
C 0.319937 1.838292 -2.717609 0.52 -1.39 -0.34
H -0.569783 3.235709 -1.322507 0.18 -0.49 0.67
H 0.726561 3.848925 -2.226847 -0.31 -0.79 0.67
H 2.033896 1.760212 -0.661900 -0.73 -0.16 -0.40
H 0.612084 2.085770 -3.754423 -0.86 0.70 0.36
H 1.039272 2.668057 0.391321 0.87 0.94 0.04
H 2.438918 3.341548 -0.797032 -1.34 0.39 0.91
H 1.095154 1.068698 -2.586342 -0.38 -0.14 0.65
H -0.658834 1.340314 -2.667191 0.35 0.04 -0.40

No. 4
27
Properties=species:S:1:pos:R:3:forces:R:3 method="wB97M-V/def2-TZVPD" multiplicity=2 charge=+1 lumo_ev="-3.9 / -7.5"
C -1.723976 -2.472949 0.605316 1.40 0.31 -1.73
C -0.646826 -3.533429 0.728382 -0.15 -2.20 -0.10
C -1.124028 -1.099439 0.716753 0.42 -1.28 1.17
C -1.821429 -0.047000 0.150919 -1.23 1.77 -0.40
C 0.107419 -0.810649 1.396122 0.20 0.40 -0.57
C -1.609066 1.250392 0.520358 -0.07 2.72 -1.81
C 0.467324 0.488507 1.553125 -0.21 1.24 -0.28
C -0.386289 1.609750 1.143883 1.11 -2.06 1.97
O 0.085534 2.818181 1.477213 -2.37 -0.54 -2.84
H -2.003613 -2.562128 -0.472183 -0.30 0.41 0.56
H -2.667741 -2.585307 1.139857 0.23 -0.02 0.36
H -0.879012 -4.325174 -0.000521 -0.08 0.16 0.16
H -2.597563 -0.217805 -0.589476 -0.17 -0.28 0.40
H 0.862358 -1.560048 1.630685 -0.63 -0.06 0.20
H -2.222617 2.109964 0.073955 0.65 -1.49 0.74
H 1.432470 0.821731 1.897106 0.23 -0.34 0.38
H -0.456100 3.383900 0.837432 1.07 0.19 1.54
H -0.550588 -4.124557 1.653890 -0.03 0.83 0.01
H 0.330584 -3.201289 0.384112 -0.01 0.24 0.25
C 1.852259 2.428300 -2.068899 -0.03 2.38 -0.26
C 2.014869 0.995446 -1.635345 -0.57 0.62 0.46
H 1.246653 2.538938 -2.996877 0.71 -0.11 0.47
H 1.393500 3.160312 -1.372991 -0.54 -0.96 0.33
H 2.787876 3.024871 -2.122978 -0.06 -0.96 -0.84
H 1.075481 0.656964 -1.189834 0.18 -0.24 0.23
H 2.173413 0.383348 -2.489475 0.28 -0.59 -0.73
H 2.859108 0.869170 -0.970528 -0.01 -0.14 0.35